24
Properties=species:S:1:pos:R:3:forces:R:3:lowdin_charge:R:1 method="wB97M-V/def2-TZVPD" lumo_energy_ev=0.67 energy_ev=-49886.2936 orbital_gap_ev=9.5 e_above_lowest_kcal_mol=12.33
H 0.909523 0.742569 -1.638051 -0.485 -1.369 0.516 0.10
H 0.908572 3.702321 0.537889 -1.567 0.770 0.624 0.05
N -1.478965 1.606137 0.162871 0.694 -0.823 0.721 -0.46
O -0.572145 -0.902958 -1.489358 -0.026 -0.111 -0.231 -0.20
H -0.504358 -2.835762 2.054377 -1.648 -0.855 -0.640 0.11
H 1.996571 3.231958 1.893261 -0.246 -0.036 0.882 0.07
H 0.521731 -0.277109 -3.018722 0.120 -0.198 -0.803 0.08
N -2.797560 -0.417135 -0.042971 1.587 -1.243 0.110 -0.32
N -0.156442 -0.390383 1.185598 -3.148 -0.808 -2.129 -0.32
C 0.095155 0.171255 -2.154421 1.555 0.642 0.764 -0.07
O 1.013968 1.645366 0.850761 2.927 2.234 -1.274 -0.42
F -3.345841 1.544105 -1.322102 -0.610 0.378 0.844 -0.31
H -0.552040 0.967912 -2.359305 -1.542 0.704 -0.707 0.06
F -3.607686 -1.239231 0.755867 -0.077 -0.313 0.166 -0.14
H -2.359383 -2.937191 1.803475 -0.985 0.500 1.305 0.05
P -0.317106 1.248415 1.565595 -1.355 -2.012 0.229 0.72
H 2.353076 3.237602 0.204963 0.121 -1.607 0.363 0.09
C -1.409573 -3.215218 1.457970 1.799 0.633 -0.663 -0.03
P -3.147887 1.183444 0.273168 -0.263 1.205 -2.000 0.86
P -1.103634 -1.006939 -0.046353 1.400 2.164 4.136 0.53
F -1.430643 2.979444 -0.106879 -0.066 0.844 -0.017 -0.16
H -1.473941 -4.309206 1.292647 0.667 0.774 -0.292 0.10
C 1.563630 2.979749 0.950713 0.842 0.082 -1.713 -0.14
O -1.353547 -2.511123 0.153374 0.306 -1.556 -0.190 -0.25